[1]
DFT (ωB97M-V/def2-TZVPD) results for a cluster of 10 separate species, C22H64O18 in total at a distorted geometry.

Last columns: bonded neighbours and bond lengths (Å).
CARTESIAN COORDINATES (ANGSTROEM)
1 C -6.72 -2.94 1.02  C2 1.455, H5 1.074, H6 1.098, H7 1.119
2 C -6.09 -1.78 1.63  C1 1.455, C3 1.509, O4 1.388, H8 1.094
3 C -5.36 -2.03 2.92  C2 1.509, H9 1.151, H10 1.091, H11 1.100
4 O -5.21 -1.16 0.74  C2 1.388, H12 0.958
5 H -5.97 -3.40 0.40  C1 1.074
6 H -7.65 -2.73 0.47  C1 1.098
7 H -6.96 -3.64 1.85  C1 1.119
8 H -6.87 -1.05 1.86  C2 1.094
9 H -6.07 -2.72 3.51  C3 1.151
10 H -5.19 -1.11 3.49  C3 1.091
11 H -4.43 -2.61 2.87  C3 1.100
12 H -5.27 -1.46 -0.17  O4 0.958
13 C 3.90 -3.99 2.42  C14 1.561, H17 1.092, H18 1.081, H19 1.082
14 C 2.96 -5.21 2.67  C13 1.561, C15 1.530, O16 1.396, H20 1.158
15 C 1.46 -4.97 2.87  C14 1.530, H21 1.108, H22 1.087, H23 1.101
16 O 3.14 -6.12 1.63  C14 1.396, H24 0.925
17 H 3.66 -3.46 1.50  C13 1.092
18 H 4.95 -4.19 2.28  C13 1.081
19 H 3.75 -3.26 3.20  C13 1.082
20 H 3.27 -5.68 3.69  C14 1.158
21 H 1.29 -4.09 3.52  C15 1.108
22 H 1.10 -5.86 3.36  C15 1.087
23 H 0.88 -4.79 1.95  C15 1.101
24 H 2.34 -6.52 1.40  O16 0.925
25 C 1.61 4.27 -2.20  C26 1.530, O28 1.437, H29 1.058, H30 1.080
26 C 1.62 4.13 -0.68  C25 1.530, O27 1.428, H31 1.085, H32 1.144
27 O 2.94 3.82 -0.22  C26 1.428, H33 0.964
28 O 1.80 3.10 -3.00  C25 1.437, H34 0.983
29 H 2.34 4.97 -2.51  C25 1.058
30 H 0.61 4.59 -2.48  C25 1.080
31 H 0.88 3.41 -0.34  C26 1.085
32 H 1.24 5.18 -0.42  C26 1.144
33 H 2.80 3.76 0.73  O27 0.964
34 H 2.69 2.68 -3.01  O28 0.983
35 C 1.72 1.55 4.77  C36 1.572, O38 1.480, H39 1.140, H40 1.100
36 C 0.80 1.82 3.52  C35 1.572, O37 1.431, H41 1.112, H42 1.127
37 O 1.43 2.57 2.48  C36 1.431, H43 1.004
38 O 2.28 2.86 5.18  C35 1.480, H44 0.994
39 H 2.58 0.84 4.54  C35 1.140
40 H 1.06 1.31 5.63  C35 1.100
41 H -0.19 2.24 3.80  C36 1.112
42 H 0.45 0.79 3.22  C36 1.127
43 H 2.38 2.28 2.35  O37 1.004
44 H 1.81 3.59 4.70  O38 0.994
45 C 4.44 0.28 -1.69  C46 1.544, O48 1.442, H49 1.107, H50 1.087
46 C 5.36 1.04 -2.68  C45 1.544, O47 1.414, H51 1.116, H52 1.081
47 O 4.76 2.28 -3.01  C46 1.414, H53 0.993
48 O 4.30 1.00 -0.45  C45 1.442, H54 0.943
49 H 4.90 -0.72 -1.62  C45 1.107
50 H 3.48 0.16 -2.19  C45 1.087
51 H 5.49 0.47 -3.63  C46 1.116
52 H 6.34 1.29 -2.31  C46 1.081
53 H 4.87 2.95 -2.29  O47 0.993
54 H 3.81 1.80 -0.57  O48 0.943
55 C -4.09 3.18 -0.30  C56 1.508, O58 1.377, H59 1.071, H60 1.128
56 C -4.09 1.67 -0.27  C55 1.508, O57 1.429, H61 1.090, H62 1.141
57 O -3.31 1.13 0.80  C56 1.429, H63 0.948
58 O -4.78 3.81 0.71  C55 1.377, H64 0.987
59 H -4.57 3.54 -1.18  C55 1.071
60 H -3.03 3.56 -0.43  C55 1.128
61 H -3.75 1.15 -1.16  C56 1.090
62 H -5.14 1.23 -0.15  C56 1.141
63 H -3.60 0.24 0.96  O57 0.948
64 H -4.56 3.33 1.54  O58 0.987
65 C -4.93 -2.21 -3.37  C66 1.498, O68 1.403, H69 1.132, H70 1.087
66 C -4.36 -3.57 -3.63  C65 1.498, O67 1.422, H71 1.083, H72 1.068
67 O -2.95 -3.48 -3.65  C66 1.422, H73 0.951
68 O -4.41 -1.85 -2.11  C65 1.403, H74 0.962
69 H -6.05 -2.18 -3.23  C65 1.132
70 H -4.43 -1.54 -4.07  C65 1.087
71 H -4.76 -3.99 -4.55  C66 1.083
72 H -4.64 -4.15 -2.78  C66 1.068
73 H -2.65 -4.00 -2.91  O67 0.951
74 H -3.89 -1.05 -2.21  O68 0.962
75 C 5.53 1.95 2.57  C76 1.508, O78 1.438, H79 1.097, H80 1.088
76 C 6.31 2.88 1.67  C75 1.508, O77 1.402, H81 1.113, H82 1.028
77 O 6.45 4.14 2.26  C76 1.402, H83 0.948
78 O 4.35 2.70 2.92  C75 1.438, H84 0.960
79 H 6.03 1.76 3.53  C75 1.097
80 H 5.37 1.03 2.00  C75 1.088
81 H 5.77 2.99 0.70  C76 1.113
82 H 7.22 2.52 1.37  C76 1.028
83 H 5.72 4.28 2.85  O77 0.948
84 H 4.05 2.58 3.82  O78 0.960
85 C -2.33 1.58 -4.13  C86 1.487, O88 1.376, H89 1.105, H90 1.079
86 C -1.87 0.22 -4.51  C85 1.487, O87 1.467, H91 1.057, H92 1.122
87 O -1.82 -0.68 -3.36  C86 1.467, H93 1.010
88 O -3.66 1.63 -3.79  C85 1.376, H94 0.959
89 H -2.15 2.24 -5.00  C85 1.105
90 H -1.72 1.86 -3.28  C85 1.079
91 H -0.92 0.31 -4.96  C86 1.057
92 H -2.53 -0.28 -5.27  C86 1.122
93 H -1.92 -1.64 -3.66  O87 1.010
94 H -4.17 1.59 -4.61  O88 0.959
95 C 0.63 -1.96 -1.02  C96 1.500, O98 1.462, H99 1.091, H100 1.045
96 C 0.76 -1.32 0.33  C95 1.500, O97 1.429, H101 1.109, H102 1.134
97 O 2.11 -0.96 0.62  C96 1.429, H103 0.930
98 O 1.05 -1.12 -2.14  C95 1.462, H104 1.009
99 H -0.37 -2.32 -1.27  C95 1.091
100 H 1.36 -2.70 -1.04  C95 1.045
101 H 0.47 -2.06 1.11  C96 1.109
102 H 0.04 -0.45 0.36  C96 1.134
103 H 2.40 -0.47 -0.12  O97 0.930
104 H 0.31 -0.63 -2.63  O98 1.009

Summary:
SMILES ... CC(C)O.CC(C)O.OCCO.OCCO.OCCO.OCCO.OCCO.OCCO.OCCO.OCCO
Charge ... 0
HOMO ... -9.7 eV
LUMO energy ... 0.011 hartree
Energy above the lowest of the compared OMol25 structures with the same formula, charge and spin ... 301.7 kJ/mol
Maximum force ... 2.70 eV Å⁻¹
Calculated total energy ... -2230.71992 a.u.

***

[2]
DFT (ωB97M-V/def2-TZVPD) results for a cluster of 9 separate species, C22H65N3O12 in total at a distorted geometry.

Last columns: bonded neighbours and bond lengths (Å).
CARTESIAN COORDINATES (ANGSTROEM)
1 C 3.80 -6.22 -3.88  O2 1.412, H10 1.092, H11 1.091, H12 1.093
2 O 3.37 -4.88 -3.85  C1 1.412, C3 1.418
3 C 2.29 -4.67 -2.95  O2 1.418, C4 1.517, H13 1.099, H14 1.089
4 C 2.69 -4.78 -1.49  C3 1.517, N5 1.475, H15 1.095, H16 1.098
5 N 3.50 -3.63 -1.06  C4 1.475, C6 1.460, H17 1.020
6 C 3.81 -3.69 0.37  N5 1.460, C7 1.506, H18 1.100, H19 1.092
7 C 4.87 -2.68 0.69  C6 1.506, O8 1.422, H20 1.093, H21 1.103
8 O 6.12 -3.12 0.17  C7 1.422, C9 1.415
9 C 7.13 -2.14 0.28  O8 1.415, H22 1.093, H23 1.096, H24 1.091
10 H 2.95 -6.84 -4.21  C1 1.092
11 H 4.32 -6.51 -2.97  C1 1.091
12 H 4.56 -6.33 -4.66  C1 1.093
13 H 1.50 -5.39 -3.20  C3 1.099
14 H 1.86 -3.69 -3.18  C3 1.089
15 H 3.12 -5.77 -1.28  C4 1.095
16 H 1.78 -4.70 -0.89  C4 1.098
17 H 4.38 -3.72 -1.57  N5 1.020
18 H 4.16 -4.69 0.68  C6 1.100
19 H 2.92 -3.46 0.96  C6 1.092
20 H 4.97 -2.43 1.75  C7 1.093
21 H 4.59 -1.77 0.14  C7 1.103
22 H 7.46 -1.91 1.29  C9 1.093
23 H 6.79 -1.23 -0.24  C9 1.096
24 H 7.96 -2.55 -0.29  C9 1.091
25 C 0.73 2.56 -2.14  O26 1.417, H34 1.096, H35 1.091, H36 1.095
26 O 0.63 2.49 -0.73  C25 1.417, C27 1.427
27 C 1.91 2.72 -0.16  O26 1.427, C28 1.529, H37 1.098, H38 1.094
28 C 1.72 3.14 1.30  C27 1.529, N29 1.475, H39 1.097, H40 1.091
29 N 1.13 1.99 2.00  C28 1.475, C30 1.456, H41 1.017
30 C 0.54 2.31 3.29  N29 1.456, C31 1.507, H42 1.104, H43 1.094
31 C -0.36 1.21 3.79  C30 1.507, O32 1.425, H44 1.093, H45 1.103
32 O -1.34 0.94 2.80  C31 1.425, C33 1.431
33 C -2.08 -0.24 3.13  O32 1.431, H46 1.095, H47 1.090, H48 1.090
34 H 1.03 1.57 -2.52  C25 1.096
35 H 1.35 3.33 -2.60  C25 1.091
36 H -0.28 2.70 -2.54  C25 1.095
37 H 2.38 3.58 -0.66  C27 1.098
38 H 2.60 1.88 -0.30  C27 1.094
39 H 1.07 4.02 1.29  C28 1.097
40 H 2.66 3.46 1.75  C28 1.091
41 H 0.37 1.70 1.39  N29 1.017
42 H -0.08 3.22 3.19  C30 1.104
43 H 1.26 2.55 4.08  C30 1.094
44 H -0.80 1.44 4.77  C31 1.093
45 H 0.24 0.29 3.85  C31 1.103
46 H -1.39 -1.09 3.09  C33 1.095
47 H -2.78 -0.35 2.29  C33 1.090
48 H -2.63 -0.20 4.07  C33 1.090
49 C -7.59 6.42 -2.12  O50 1.401, H58 1.095, H59 1.090, H60 1.096
50 O -6.98 6.27 -0.87  C49 1.401, C51 1.416
51 C -5.96 7.24 -0.67  O50 1.416, C52 1.517, H61 1.095, H62 1.094
52 C -4.99 6.76 0.39  C51 1.517, N53 1.457, H63 1.102, H64 1.093
53 N -4.03 5.82 -0.19  C52 1.457, C54 1.444, H65 1.012
54 C -3.01 5.42 0.75  N53 1.444, C55 1.516, H66 1.100, H67 1.098
55 C -2.24 4.20 0.29  C54 1.516, O56 1.407, H68 1.099, H69 1.096
56 O -3.05 3.07 0.56  C55 1.407, C57 1.411
57 C -2.48 1.85 0.12  O56 1.411, H70 1.086, H71 1.082, H72 1.102
58 H -8.03 7.41 -2.26  C49 1.095
59 H -8.38 5.68 -2.23  C49 1.090
60 H -6.90 6.22 -2.95  C49 1.096
61 H -6.45 8.17 -0.36  C51 1.095
62 H -5.36 7.46 -1.55  C51 1.094
63 H -5.48 6.24 1.23  C52 1.102
64 H -4.49 7.63 0.82  C52 1.093
65 H -4.54 5.03 -0.56  N53 1.012
66 H -3.36 5.25 1.78  C54 1.100
67 H -2.27 6.22 0.86  C54 1.098
68 H -1.30 4.15 0.85  C55 1.099
69 H -1.97 4.22 -0.77  C55 1.096
70 H -3.14 1.02 0.33  C57 1.086
71 H -1.48 1.72 0.52  C57 1.082
72 H -2.38 1.92 -0.97  C57 1.102
73 O 2.66 -0.39 2.53  H74 0.962, H75 0.995
74 H 3.50 0.07 2.59  O73 0.962
75 H 2.01 0.31 2.26  O73 0.995
76 O -0.06 -4.33 1.39  H77 0.979, H78 0.963
77 H 0.32 -3.60 1.92  O76 0.979
78 H 0.50 -5.09 1.58  O76 0.963
79 O 1.35 -2.74 3.25  H80 0.983, H81 0.963
80 H 1.78 -1.86 3.10  O79 0.983
81 H 1.44 -2.91 4.19  O79 0.963
82 O 3.46 -0.04 -2.88  H83 0.980, H84 0.963
83 H 2.86 -0.46 -2.23  O82 0.980
84 H 3.80 -0.77 -3.41  O82 0.963
85 C -0.18 -0.58 -0.34  C86 1.507, H88 1.087, H89 1.093, H90 1.090
86 C 0.47 -1.89 -0.69  C85 1.507, O87 1.428, H91 1.096, H92 1.097
87 O 1.56 -1.63 -1.57  C86 1.428, H93 0.990
88 H -0.32 0.08 -1.20  C85 1.087
89 H 0.53 -0.07 0.31  C85 1.093
90 H -1.08 -0.65 0.27  C85 1.090
91 H -0.21 -2.70 -1.01  C86 1.096
92 H 0.88 -2.29 0.24  C86 1.097
93 H 2.27 -2.27 -1.30  O87 0.990
94 C -4.31 -4.65 -1.16  C95 1.513, H97 1.093, H98 1.093, H99 1.086
95 C -2.87 -4.31 -0.85  C94 1.513, O96 1.425, H100 1.099, H101 1.092
96 O -2.70 -4.13 0.55  C95 1.425, H102 0.978
97 H -4.57 -5.63 -0.75  C94 1.093
98 H -4.41 -4.76 -2.24  C94 1.093
99 H -5.00 -3.89 -0.80  C94 1.086
100 H -2.67 -3.33 -1.30  C95 1.099
101 H -2.16 -5.04 -1.26  C95 1.092
102 H -1.75 -4.21 0.77  O96 0.978

Summary:
SMILES ... COCCNCCOC.COCCNCCOC.COCCNCCOC.CCO.CCO.O.O.O.O
Charge ... 0
HOMO ... -8.5 eV
LUMO energy ... 0.011 hartree
Energy above the lowest of the compared OMol25 structures with the same formula, charge and spin ... 12.0 kJ/mol
Maximum force ... 1.99 eV Å⁻¹
Calculated total energy ... -1944.22505 a.u.

***

[3]
DFT (ωB97M-V/def2-TZVPD) results for a cluster of 10 separate species, C22H65NO10 in total at a distorted geometry.

Last columns: bonded neighbours and bond lengths (Å).
CARTESIAN COORDINATES (ANGSTROEM)
1 C -5.26 -3.19 1.80  C2 1.516, H4 1.090, H5 1.090, H6 1.090
2 C -3.87 -3.67 1.44  C1 1.516, O3 1.402, H7 1.090, H8 1.090
3 O -3.55 -3.13 0.18  C2 1.402, H9 0.960
4 H -5.17 -2.12 1.96  C1 1.090
5 H -5.65 -3.61 2.73  C1 1.090
6 H -5.94 -3.39 0.98  C1 1.090
7 H -3.92 -4.75 1.54  C2 1.090
8 H -3.09 -3.23 2.06  C2 1.090
9 H -2.66 -3.38 -0.10  O3 0.960
10 C 4.22 3.47 -0.70  C11 1.548, H13 1.090, H14 1.090, H15 1.090
11 C 2.85 2.74 -0.81  C10 1.548, O12 1.447, H16 1.090, H17 1.090
12 O 3.09 1.57 -1.62  C11 1.447, H18 0.960
13 H 4.34 4.17 0.12  C10 1.090
14 H 4.52 4.04 -1.58  C10 1.090
15 H 5.06 2.80 -0.50  C10 1.090
16 H 2.06 3.33 -1.27  C11 1.090
17 H 2.64 2.43 0.21  C11 1.090
18 H 2.20 1.36 -1.92  O12 0.960
19 C -1.53 0.85 -3.56  C20 1.547, H22 1.090, H23 1.090, H24 1.090
20 C -0.06 1.33 -3.65  C19 1.547, O21 1.394, H25 1.090, H26 1.090
21 O 0.50 0.99 -2.42  C20 1.394, H27 0.960
22 H -1.54 -0.24 -3.65  C19 1.090
23 H -2.15 1.32 -4.32  C19 1.090
24 H -2.05 0.98 -2.61  C19 1.090
25 H 0.15 2.38 -3.87  C20 1.090
26 H 0.41 0.80 -4.47  C20 1.090
27 H 0.30 0.05 -2.33  O21 0.960
28 C 2.56 3.24 3.44  C29 1.557, H31 1.090, H32 1.090, H33 1.090
29 C 2.21 1.96 4.25  C28 1.557, O30 1.432, H34 1.090, H35 1.090
30 O 3.37 1.57 4.98  C29 1.432, H36 0.960
31 H 1.70 3.49 2.81  C28 1.090
32 H 3.37 3.04 2.75  C28 1.090
33 H 2.78 4.08 4.09  C28 1.090
34 H 1.92 1.08 3.67  C29 1.090
35 H 1.34 2.12 4.89  C29 1.090
36 H 3.12 1.69 5.90  O30 0.960
37 C 2.46 -2.03 -3.84  C38 1.582, H40 1.090, H41 1.090, H42 1.090
38 C 3.36 -1.64 -2.60  C37 1.582, O39 1.396, H43 1.090, H44 1.090
39 O 3.61 -2.83 -1.92  C38 1.396, H45 0.960
40 H 1.88 -1.16 -4.14  C37 1.090
41 H 1.70 -2.74 -3.52  C37 1.090
42 H 3.08 -2.56 -4.56  C37 1.090
43 H 2.80 -0.95 -1.96  C38 1.090
44 H 4.24 -1.05 -2.84  C38 1.090
45 H 3.48 -2.65 -0.99  O39 0.960
46 C -3.66 0.94 2.33  C47 1.491, H49 1.090, H50 1.090, H51 1.090
47 C -3.31 2.39 2.28  C46 1.491, O48 1.432, H52 1.090, H53 1.090
48 O -3.83 2.96 3.49  C47 1.432, H54 0.960
49 H -3.57 0.49 3.32  C46 1.090
50 H -2.89 0.48 1.71  C46 1.090
51 H -4.71 0.81 2.07  C46 1.090
52 H -3.77 2.98 1.49  C47 1.090
53 H -2.26 2.64 2.10  C47 1.090
54 H -4.75 3.24 3.39  O48 0.960
55 C 1.08 -5.40 -2.45  C56 1.470, H58 1.090, H59 1.090, H60 1.090
56 C -0.31 -5.39 -2.95  C55 1.470, O57 1.442, H61 1.090, H62 1.090
57 O -0.85 -4.06 -3.03  C56 1.442, H63 0.960
58 H 1.30 -6.39 -2.04  C55 1.090
59 H 1.23 -4.69 -1.64  C55 1.090
60 H 1.87 -5.21 -3.17  C55 1.090
61 H -0.94 -5.90 -2.22  C56 1.090
62 H -0.58 -5.82 -3.91  C56 1.090
63 H -1.61 -4.15 -3.61  O57 0.960
64 C 1.11 -4.67 4.21  C65 1.591, H67 1.090, H68 1.090, H69 1.090
65 C 0.97 -5.50 2.86  C64 1.591, O66 1.417, H70 1.090, H71 1.090
66 O 2.08 -6.35 3.12  C65 1.417, H72 0.960
67 H 1.26 -5.23 5.14  C64 1.090
68 H 0.17 -4.13 4.34  C64 1.090
69 H 2.04 -4.10 4.24  C64 1.090
70 H 1.11 -4.82 2.02  C65 1.090
71 H 0.04 -6.03 2.72  C65 1.090
72 H 2.32 -6.73 2.27  O66 0.960
73 C 0.38 -0.30 0.81  C74 1.472, H76 1.090, H77 1.090, H78 1.090
74 C -0.20 -1.58 0.36  C73 1.472, O75 1.427, H79 1.090, H80 1.090
75 O -0.18 -1.74 -1.06  C74 1.427, H81 0.960
76 H 1.41 -0.16 0.47  C73 1.090
77 H 0.26 -0.37 1.90  C73 1.090
78 H -0.29 0.49 0.49  C73 1.090
79 H -1.18 -1.80 0.79  C74 1.090
80 H 0.35 -2.36 0.88  C74 1.090
81 H -0.21 -2.65 -1.37  O75 0.960
82 C -2.79 4.21 -2.01  C83 1.512, H88 1.090, H89 1.090, H90 1.090
83 C -1.44 4.28 -1.33  C82 1.512, C84 1.563, N87 1.436, H91 1.090
84 C -1.13 5.43 -0.31  C83 1.563, O85 1.443, H92 1.090, H93 1.090
85 O 0.17 5.18 0.28  C84 1.443, C86 1.366
86 C 1.29 5.74 -0.25  O85 1.366, H94 1.090, H95 1.090, H96 1.090
87 N -1.25 3.00 -0.71  C83 1.436, H97 1.010, H98 1.010
88 H -2.75 3.45 -2.79  C82 1.090
89 H -2.93 5.06 -2.68  C82 1.090
90 H -3.52 3.98 -1.24  C82 1.090
91 H -0.64 4.57 -2.01  C83 1.090
92 H -1.83 5.22 0.50  C84 1.090
93 H -1.28 6.44 -0.67  C84 1.090
94 H 1.47 6.74 0.12  C86 1.090
95 H 1.29 5.64 -1.34  C86 1.090
96 H 2.08 5.16 0.23  C86 1.090
97 H -0.68 3.11 0.12  N87 1.010
98 H -0.82 2.34 -1.35  N87 1.010

Summary:
Charge ... +1
Spin multiplicity ... 2
HOMO (spin up / spin down) ... -11.9 / -11.9 eV
LUMO energy (spin up / spin down) ... -0.085 / -0.301 hartree
Energy above the lowest of the compared OMol25 structures with the same formula, charge and spin ... 183.1 kJ/mol
Maximum force ... 3.72 eV Å⁻¹
Calculated total energy ... -1683.81908 a.u.

***

What is the maximum force in the second record? 1.99 eV Å⁻¹

***

What is the maximum force in the first record? 2.70 eV Å⁻¹

***

Among the records above, which one has the highest maximum force? C22H65NO10

***

What is the formula in the third record? C22H65NO10